Entry 1:
# C2H4NP

C2H4NP in the gas phase in a non-equilibrium geometry (wB97M-V/def2-TZVPD, OMol25).

Structure (XYZ):
```
8
Properties=species:S:1:pos:R:3:mulliken_charge:R:1
P -1.6388 0.1649 0.2708 -0.010
N -0.2609 -0.7052 -0.3823 -0.343
C 0.9488 -0.9276 0.4182 -0.152
C 0.9722 0.0119 -0.5074 -0.166
H -0.9633 1.0638 0.9898 0.031
H 1.3643 0.9168 -1.1731 0.269
H 1.3317 -1.5061 1.1941 0.337
H -1.7540 0.9814 -0.8102 0.034
```

Computed properties:
HOMO-LUMO gap in eV: 9.0
Calculated total energy in Eh: -474.53804
Energy above the lowest of the compared OMol25 structures with the same formula, charge and spin in kcal per mole: 85.1
HOMO in eV: -7.865
Max |F| in Eh/bohr: 0.07963
SMILES string: PN1C=C1



Entry 2:
# C2H4NP

C2H4NP in the gas phase in a non-equilibrium geometry (wB97M-V/def2-TZVPD, OMol25).

Structure (XYZ):
```
8
Properties=species:S:1:pos:R:3:mulliken_charge:R:1
P -1.3489 0.2795 0.1598 -0.036
N 0.2470 0.2308 -0.4356 -0.248
C 1.4920 0.7911 0.3968 -0.263
C 1.3404 -0.5598 0.2655 -0.295
H -1.7993 -0.9061 -0.2947 0.015
H 1.9878 1.6078 0.6820 0.391
H -1.8923 0.7362 -0.9260 0.025
H 1.3815 -1.5438 0.3987 0.411
```

Computed properties:
HOMO-LUMO gap in eV: 8.6
Calculated total energy in Eh: -474.51377
Energy above the lowest of the compared OMol25 structures with the same formula, charge and spin in kcal per mole: 100.3
HOMO in eV: -7.744
Max |F| in Eh/bohr: 0.19364
SMILES string: PN1C=C1



Entry 3:
# C2H4NP

C2H4NP in the gas phase in a non-equilibrium geometry (wB97M-V/def2-TZVPD, OMol25).

Structure (XYZ):
```
8
Properties=species:S:1:pos:R:3:mulliken_charge:R:1
P 1.7071 -0.2520 -0.4717 0.048
N 0.9409 1.4191 -0.4270 -0.520
C 0.0163 -0.8262 -0.2636 -0.517
C 0.6444 0.5078 0.7141 -0.085
H 0.1483 1.7323 -1.0684 0.244
H -0.0409 -1.8402 0.2570 0.285
H -0.8243 -0.5489 -0.9753 0.229
H 0.5051 0.4216 1.8156 0.317
```

Computed properties:
HOMO-LUMO gap in eV: 10.0
Calculated total energy in Eh: -474.59698
Energy above the lowest of the compared OMol25 structures with the same formula, charge and spin in kcal per mole: 48.1
HOMO in eV: -8.994
Max |F| in Eh/bohr: 0.07854
SMILES string: C1[C@@H]2NP12



Entry 4:
# C2H4NP

C2H4NP in the gas phase in a non-equilibrium geometry (wB97M-V/def2-TZVPD, OMol25).

Structure (XYZ):
```
8
Properties=species:S:1:pos:R:3:mulliken_charge:R:1
P 1.4558 0.4723 0.0655 0.047
N 0.8232 -1.1665 0.2857 -0.508
C -0.4023 0.7927 0.1549 -0.559
C 0.0424 -0.3615 -0.6363 -0.096
H -0.9648 1.5198 -0.5738 0.235
H -0.3008 -0.7226 -1.5811 0.404
H 0.3046 -1.3056 1.1002 0.251
H -0.9580 0.7714 1.1850 0.227
```

Computed properties:
HOMO-LUMO gap in eV: 10.2
Calculated total energy in Eh: -474.62603
Energy above the lowest of the compared OMol25 structures with the same formula, charge and spin in kcal per mole: 29.9
HOMO in eV: -9.159
Max |F| in Eh/bohr: 0.06205
SMILES string: C1[C@@H]2NP12



Entry 5:
# C2H4NP

2 unconnected molecules or ions with the total composition C2H4NP in a non-equilibrium geometry (wB97M-V/def2-TZVPD, OMol25).

Structure (XYZ):
```
8
Properties=species:S:1:pos:R:3:mulliken_charge:R:1
P -2.4204 0.2272 0.2055 -0.034
N -1.5583 -0.2697 -1.3156 -0.322
C -0.8102 -0.0630 -0.3356 0.196
C 1.7351 -0.3499 0.3330 -0.752
H 1.6181 -1.3659 0.6488 0.313
H 1.8547 0.3409 1.1113 0.317
H 2.3890 -0.2203 -0.6586 0.247
H -2.8079 1.7007 0.0112 0.034
```

Computed properties:
HOMO-LUMO gap (alpha / beta) in eV: 7.4 / 8.7
Calculated total energy in Eh: -474.49672
Energy above the lowest of the compared OMol25 structures with the same formula, charge and spin in kcal per mole: 111.1
HOMO (alpha / beta) in eV: -8.950 / -9.000
Max |F| in Eh/bohr: 0.07414



Entry 6:
# C2H4NP

C2H4NP in the gas phase in a non-equilibrium geometry (wB97M-V/def2-TZVPD, OMol25).

Structure (XYZ):
```
8
Properties=species:S:1:pos:R:3:mulliken_charge:R:1
P -1.5127 -0.2822 -0.0702 0.029
N 1.2753 -1.2497 0.0284 -0.594
C 0.1596 1.0340 -0.3611 -0.607
C 0.2900 -0.4326 -0.0224 0.360
H 0.9789 -2.2506 0.1605 0.269
H -0.0543 1.6133 0.5089 0.280
H 0.4538 1.3393 -1.3947 0.263
H -1.5905 0.2285 1.1506 0.000
```

Computed properties:
HOMO-LUMO gap in eV: 9.7
Calculated total energy in Eh: -474.61552
Energy above the lowest of the compared OMol25 structures with the same formula, charge and spin in kcal per mole: 36.5
HOMO in eV: -9.303
Max |F| in Eh/bohr: 0.07073
SMILES string: [H]/N=C1/CP1



Entry 7:
# C2H4NP

C2H4NP in the gas phase in a non-equilibrium geometry (wB97M-V/def2-TZVPD, OMol25).

Structure (XYZ):
```
8
Properties=species:S:1:pos:R:3:mulliken_charge:R:1
P -0.6780 1.2582 2.0340 -0.029
N 0.6673 -0.4933 2.1383 -0.462
C 0.3411 -0.0315 1.0395 0.462
C 0.5311 -0.1419 -0.3911 -0.869
H -1.6829 0.1731 2.1314 0.038
H 1.4654 0.5916 -0.6935 0.235
H 1.0340 -1.1271 -0.5665 0.329
H -0.4181 0.3086 -0.7945 0.296
```

Computed properties:
HOMO-LUMO gap in eV: 8.7
Calculated total energy in Eh: -474.60444
Energy above the lowest of the compared OMol25 structures with the same formula, charge and spin in kcal per mole: 43.5
HOMO in eV: -8.733
Max |F| in Eh/bohr: 0.06619
SMILES string: CC1=[PH]=N1



Entry 8:
# C2H4NP

C2H4NP in the gas phase in a non-equilibrium geometry (wB97M-V/def2-TZVPD, OMol25).

Structure (XYZ):
```
8
Properties=species:S:1:pos:R:3:mulliken_charge:R:1
P 1.7283 -0.4848 -0.7938 0.315
N 2.5301 -0.1987 0.4526 -0.344
C -0.5607 0.3538 0.2937 -0.721
C 0.7473 0.8989 -0.3067 -0.134
H -0.6944 0.9340 1.3246 0.219
H -0.7012 -0.8160 0.2593 0.255
H -1.4003 0.6023 -0.3484 0.322
H 2.1747 -1.3721 -1.8265 0.089
```

Computed properties:
HOMO-LUMO gap in eV: 8.2
Calculated total energy in Eh: -474.44635
Energy above the lowest of the compared OMol25 structures with the same formula, charge and spin in kcal per mole: 142.7
HOMO in eV: -8.908
Max |F| in Eh/bohr: 0.05241



Entry 9:
# C2H4NP

C2H4NP in the gas phase in a non-equilibrium geometry (wB97M-V/def2-TZVPD, OMol25).

Structure (XYZ):
```
8
Properties=species:S:1:pos:R:3:mulliken_charge:R:1
P -2.5564 0.4112 0.1124 -0.010
N -1.7810 -1.2393 -0.1575 -0.447
C 0.5830 -0.3062 0.3767 -0.835
C -0.8784 -0.4292 0.1174 0.420
H 0.9468 -1.1908 0.6958 0.321
H 0.8647 0.6733 0.9641 0.268
H 1.0366 0.0073 -0.5582 0.268
H -2.2489 1.0242 -1.1545 0.015
```

Computed properties:
HOMO-LUMO gap in eV: 9.9
Calculated total energy in Eh: -474.63522
Energy above the lowest of the compared OMol25 structures with the same formula, charge and spin in kcal per mole: 24.1
HOMO in eV: -8.934
Max |F| in Eh/bohr: 0.09970
SMILES string: CC1=[PH]=N1



Entry 10:
# C2H4NP

A molecular structure, C2H4NP in a non-equilibrium geometry (wB97M-V/def2-TZVPD, OMol25).

Structure (XYZ):
```
8
Properties=species:S:1:pos:R:3:mulliken_charge:R:1
P 1.5723 0.0288 0.8247 0.156
N 1.0629 1.0124 -0.3050 -0.363
C -0.3278 0.6667 -0.3239 -0.297
C -0.0499 -0.7647 0.3303 -0.508
H -0.7034 0.4672 -1.3911 0.251
H 0.1192 -1.4898 -0.6195 0.213
H -0.6891 -1.1911 1.1865 0.308
H -0.9842 1.2705 0.2981 0.240
```

Computed properties:
HOMO-LUMO gap in eV: 8.9
Calculated total energy in Eh: -474.62274
Energy above the lowest of the compared OMol25 structures with the same formula, charge and spin in kcal per mole: 32.0
HOMO in eV: -9.132
Max |F| in Eh/bohr: 0.07005